ORCA calculation (wB97M-V/def2-TZVPD) on 2 unconnected molecules or ions with the total composition CH5NS.

The geometry in ORCA input format:
```
! RIJCOSX wB97M-V def2-TZVPD def2/J DEFGRID3
* xyz 0 1
C 0.05468 0.40232 -2.33262
S -0.12698 1.21704 -0.93486
H -0.72036 0.48258 -2.96529
H 0.85872 -0.26640 -2.50889
N -0.13814 -0.22255 2.21490
H -0.74316 -0.72638 1.54919
H -0.06799 -0.69020 3.10691
H 0.88324 -0.19640 1.87066
*
```

Summary:
HOMO energy = -8.93 eV
ΔE to the lowest compared entry with this formula, charge and spin = 15.9 kcal/mol
Structure (SMILES) = C=S.N

***

ORCA calculation (wB97M-V/def2-TZVPD) on a molecular structure, C27H21F3N6RuS.

The geometry in ORCA input format:
```
! RIJCOSX wB97M-V def2-TZVPD def2/J DEFGRID3
* xyz 2 1
Ru 0.30847 -0.24772 0.22302
C -2.85385 -0.28253 3.24776
C -1.58053 -0.31101 2.66406
N -1.39731 -0.57690 1.38238
C -2.48345 -0.81652 0.58794
C -3.79321 -0.76505 1.08473
C -3.95579 -0.49505 2.46147
C -4.86587 -0.99533 0.18846
C -4.61318 -1.26325 -1.13006
C -3.29761 -1.35727 -1.62031
C -2.22701 -1.15376 -0.77490
N -0.86425 -1.27735 -1.02176
C -0.24707 -2.28632 -1.72194
C -0.72604 -3.02259 -2.79741
C 0.04714 -4.05071 -3.35201
C 1.26711 -4.39060 -2.82514
C 1.77403 -3.69746 -1.69735
C 2.97970 -4.03122 -1.04901
C 3.36805 -3.33196 0.06555
C 2.56314 -2.28932 0.52807
N 1.42013 -1.95506 -0.05813
C 1.02177 -2.64121 -1.16728
H -2.94599 -0.08077 4.30497
H -0.69013 -0.10458 3.24393
H -4.95225 -0.46180 2.88404
H -5.88132 -0.95047 0.55937
H -5.43500 -1.41624 -1.81558
H -3.14602 -1.54261 -2.67220
H -1.68079 -2.79750 -3.24356
H -0.33660 -4.58625 -4.20897
H 1.84707 -5.19838 -3.25172
H 3.58429 -4.84462 -1.43027
H 4.28387 -3.56713 0.58748
H 2.84467 -1.70099 1.39102
F 0.53843 4.74814 -3.61777
C 0.85903 3.53824 -3.16070
F 2.15492 3.54878 -2.82502
F 0.70707 2.66174 -4.15990
C 0.00056 3.15429 -1.97873
C -1.08031 3.92111 -1.58516
C -1.86401 3.51823 -0.50745
C -1.53770 2.35046 0.14506
N -0.48261 1.61870 -0.23245
C 0.27739 1.98574 -1.27792
S 1.51977 0.77980 -1.53891
H -1.31004 4.83199 -2.12142
H -2.71043 4.10326 -0.18086
H -2.10703 1.99612 0.99428
C 4.49889 1.82232 2.86604
N 3.05604 2.12746 2.88216
C 2.54042 3.39305 3.43547
C 2.24554 1.35391 2.23227
N 1.50633 0.65462 1.67569
H 4.98035 2.44859 3.61083
H 4.93253 2.02999 1.88904
H 4.65990 0.78113 3.13684
H 3.33081 3.84225 4.02868
H 1.68834 3.19739 4.08288
H 2.25965 4.08224 2.64044
*
```

Summary:
HOMO energy (spin up / spin down) = -13.42 / -13.51 eV
ΔE to the lowest compared entry with this formula, charge and spin = 9.8 kcal/mol

***

Number 2 is which compound? C27H21F3N6RuS